# 1
The following is a DFT calculation (the ωB97M-V functional and the def2-TZVPD basis) of a single C3H6N2S molecule in a non-equilibrium geometry.

Computed properties:
ΔE to the lowest compared entry with this formula, charge and spin	112.8	kcal per mole
highest occupied orbital energy (alpha / beta)	-0.2548 / -0.2893	hartree
Kohn-Sham gap (alpha / beta)	6.83 / 8.52	eV
LUMO level (alpha / beta)	-0.1065 / 0.6525	eV

Structure (ORCA input):
```
! wB97M-V def2-TZVPD RIJCOSX def2/J DEFGRID3
* xyz 0 1
C -1.00086 1.66788 -0.00468
C -1.02089 -0.72225 0.20302
C 0.18111 -0.71425 -0.79241
N -1.53119 0.62391 0.34083
N 1.96179 0.15487 1.13821
S 1.60412 0.43112 -0.41560
H -1.06764 2.69638 -0.09415
H -1.86961 -1.29591 -0.20276
H -0.43530 -1.02510 1.17051
H 0.47887 -1.79237 -0.84535
H -0.21817 -0.43439 -1.77043
H 2.91777 0.41011 1.27280
*
```

Löwdin population analysis, charges in e, atoms 1 to 2:
1. C 0.0210
2. C -0.2704

***

# 2
The following is a DFT calculation (the ωB97M-V functional and the def2-TZVPD basis) of a molecular structure, C3H6N2S in a non-equilibrium geometry.

Computed properties:
ΔE to the lowest compared entry with this formula, charge and spin	154.2	kcal per mole
highest occupied orbital energy	-0.3064	hartree
Kohn-Sham gap	8.47	eV
LUMO level	0.1333	eV

Structure (ORCA input):
```
! wB97M-V def2-TZVPD RIJCOSX def2/J DEFGRID3
* xyz 0 1
C 1.68157 -0.33614 -0.01297
C -0.08230 1.34038 0.94503
C -1.93683 -0.87797 -0.76495
H 2.81433 -0.05813 -0.62483
H 0.61722 -0.58587 -0.81645
H 2.11336 -1.27359 0.88951
H -0.15323 2.25137 1.62944
H -2.75975 -0.05789 -0.82015
H -2.09952 -1.93823 -1.40783
N -1.02145 0.73245 0.45926
N -0.86283 -0.37623 -0.23664
S 1.68942 1.17985 0.76058
*
```

Löwdin population analysis, charges in e, atoms 1 to 2:
1. C -0.6036
2. C -0.4877

***

# 3
The following is a DFT calculation (the ωB97M-V functional and the def2-TZVPD basis) of a single C3H6N2S molecule in a non-equilibrium geometry.

Computed properties:
ΔE to the lowest compared entry with this formula, charge and spin	41.1	kcal per mole
highest occupied orbital energy	-0.3093	hartree
SMILES	NN1CCC1=S
Kohn-Sham gap	9.30	eV
LUMO level	0.8836	eV

Structure (ORCA input):
```
! wB97M-V def2-TZVPD RIJCOSX def2/J DEFGRID3
* xyz 0 1
N -0.18190 1.95258 0.00158
N -0.06066 0.56909 -0.00922
C -1.08195 -0.45955 -0.00510
C 0.10044 -1.45433 -0.00156
C 1.00575 -0.23383 -0.00095
S 2.61465 0.09754 -0.00460
H 0.30270 2.30780 0.81410
H 0.28487 2.30223 -0.80419
H -1.69090 -0.46303 -0.89340
H -1.70420 -0.45625 0.87992
H 0.21882 -2.08904 0.90579
H 0.19238 -2.07321 -0.88238
*
```

Löwdin population analysis, charges in e, atoms 1 to 2:
1. N 0.1024
2. N -0.2223

***

# 4
The following is a DFT calculation (the ωB97M-V functional and the def2-TZVPD basis) of 2 unconnected molecules or ions with the total composition C3H6N2S in a non-equilibrium geometry.

Computed properties:
ΔE to the lowest compared entry with this formula, charge and spin	119.0	kcal per mole
highest occupied orbital energy (alpha / beta)	-0.3297 / -0.3297	hartree
Kohn-Sham gap (alpha / beta)	6.56 / 6.56	eV
LUMO level (alpha / beta)	-2.4132 / -2.4105	eV

Structure (ORCA input):
```
! wB97M-V def2-TZVPD RIJCOSX def2/J DEFGRID3
* xyz 0 1
C 2.35566 -0.08841 0.12975
C -1.16853 -0.62515 0.82412
C -0.27477 0.86526 -0.83779
N 2.25227 -0.23612 -1.02865
N -0.39443 0.51640 0.44708
S 2.01244 -0.01109 1.67703
H -0.75428 -1.53048 0.25072
H -1.22478 -0.74933 1.86829
H -2.21171 -0.73743 0.63999
H 0.54435 0.14036 -1.18799
H -1.15926 0.67571 -1.46424
H 0.02304 1.78029 -1.31830
*
```

Löwdin population analysis, charges in e, atoms 1 to 2:
1. C -0.9371
2. C -0.1438

***

# 5
The following is a DFT calculation (the ωB97M-V functional and the def2-TZVPD basis) of a single C3H6N2S molecule in a non-equilibrium geometry.

Computed properties:
ΔE to the lowest compared entry with this formula, charge and spin	33.9	kcal per mole
highest occupied orbital energy	-0.3201	hartree
SMILES	SN1C=NCC1
Kohn-Sham gap	9.49	eV
LUMO level	0.7790	eV

Structure (ORCA input):
```
! wB97M-V def2-TZVPD RIJCOSX def2/J DEFGRID3
* xyz 0 1
S 1.98946 0.00368 -0.09386
N 0.30677 -0.01470 0.03873
C -0.53360 1.16014 -0.00485
N -1.76703 0.93153 0.00496
C -1.93518 -0.54158 -0.01519
C -0.53483 -1.18367 0.03112
H 2.33872 -0.11401 1.16790
H -0.01113 2.12149 0.07630
H -2.41292 -0.84565 -0.97728
H -2.69712 -0.69901 0.78474
H -0.36556 -1.78209 -0.86380
H -0.43984 -1.76678 0.94150
*
```

Löwdin population analysis, charges in e, atoms 1 to 2:
1. S 0.7864
2. N -0.5471

***

# 6
The following is a DFT calculation (the ωB97M-V functional and the def2-TZVPD basis) of a single C3H6N2S molecule in a non-equilibrium geometry.

Computed properties:
ΔE to the lowest compared entry with this formula, charge and spin	42.0	kcal per mole
highest occupied orbital energy	-0.3182	hartree
SMILES	[H]/N=C\N(C)C=S
Kohn-Sham gap	8.69	eV
LUMO level	0.0290	eV

Structure (ORCA input):
```
! wB97M-V def2-TZVPD RIJCOSX def2/J DEFGRID3
* xyz 0 1
H -1.61326 1.72120 0.07077
N -0.63895 2.16650 0.03218
C 0.26627 1.33355 -0.04314
N 0.02165 -0.08947 -0.15698
C 1.16103 -0.95446 0.05586
C -1.23510 -0.66861 -0.10413
S -2.75574 -0.10510 0.00360
H 1.33556 1.81108 -0.18157
H 2.04299 -0.26437 -0.02394
H 1.16203 -1.75244 -0.71652
H 1.36555 -1.49049 1.04779
H -1.11203 -1.70740 0.01610
*
```

Löwdin population analysis, charges in e, atoms 1 to 2:
1. H -0.0437
2. N 0.0858

***

# 7
The following is a DFT calculation (the ωB97M-V functional and the def2-TZVPD basis) of a gas-phase ion, C3H6N2S (charge +2) in a non-equilibrium geometry.

Computed properties:
ΔE to the lowest compared entry with this formula, charge and spin	15.9	kcal per mole
highest occupied orbital energy	-0.6966	hartree
SMILES	C#[N+]C(=S)C[NH3+]
Kohn-Sham gap	8.10	eV
LUMO level	-10.8517	eV

Structure (ORCA input):
```
! wB97M-V def2-TZVPD RIJCOSX def2/J DEFGRID3
* xyz 2 1
C -2.52309 -1.46584 -0.21435
N -1.63051 -0.78399 0.03692
C -0.76173 0.36666 0.28198
S -1.59662 1.76275 0.31070
C 0.67070 -0.02022 0.54990
N 1.67467 0.70539 -0.31454
H -3.14528 -2.26053 -0.55672
H 0.74691 -1.04309 0.14776
H 0.96867 -0.02944 1.60718
H 2.65530 0.42760 -0.46655
H 1.74154 1.68858 -0.17631
H 1.19944 0.65213 -1.20596
*
```

Löwdin population analysis, charges in e, atoms 1 to 2:
1. C 0.3784
2. N 0.1241

***

# 8
The following is a DFT calculation (the ωB97M-V functional and the def2-TZVPD basis) of a single C3H6N2S2 molecule in a non-equilibrium geometry.

Computed properties:
ΔE to the lowest compared entry with this formula, charge and spin	16.7	kcal per mole
highest occupied orbital energy	-0.3347	hartree
SMILES	[H]/N=C(/N)C(=S)SC
Kohn-Sham gap	8.19	eV
LUMO level	-0.9218	eV

Structure (ORCA input):
```
! wB97M-V def2-TZVPD RIJCOSX def2/J DEFGRID3
* xyz 0 1
H 1.05388 -1.68492 -2.10823
N 1.79030 -1.05910 -1.77860
C 1.28342 -0.25058 -0.91881
N 2.02937 0.81273 -0.52590
C -0.16376 -0.25483 -0.39243
S -1.33785 -1.15879 -1.06278
S -0.46361 0.83242 0.93334
C -1.93799 0.12908 1.72721
H 2.82940 0.89552 -1.11502
H 1.53950 1.67677 -0.32451
H -2.14386 0.80852 2.61191
H -2.71667 0.16534 0.95845
H -1.76213 -0.91215 1.99538
*
```

Löwdin population analysis, charges in e, atoms 1 to 2:
1. H 0.0115
2. N 0.1177

***

# 9
The following is a DFT calculation (the ωB97M-V functional and the def2-TZVPD basis) of a single C3H6N2S2 molecule in a non-equilibrium geometry.

Computed properties:
ΔE to the lowest compared entry with this formula, charge and spin	31.1	kcal per mole
highest occupied orbital energy	-0.2986	hartree
SMILES	NC(N)=CC(=S)S
Kohn-Sham gap	8.24	eV
LUMO level	0.1117	eV

Structure (ORCA input):
```
! wB97M-V def2-TZVPD RIJCOSX def2/J DEFGRID3
* xyz 0 1
N -1.88548 -0.78092 0.01301
C -0.77968 0.06044 0.03027
N -1.06719 1.37767 0.03542
C 0.50910 -0.38708 -0.19774
C 1.75762 0.31401 -0.13282
S 1.96837 1.92612 -0.05137
S 3.24216 -0.68983 -0.01881
H -1.93135 -1.72247 -0.22069
H -2.69960 -0.39495 -0.50268
H -2.10306 1.38961 0.26590
H -0.38172 2.21936 0.17738
H 0.73384 -1.45268 -0.12459
H 2.63699 -1.85928 0.72673
*
```

Löwdin population analysis, charges in e, atoms 1 to 2:
1. N 0.1144
2. C -0.4431

***

# 10
The following is a DFT calculation (the ωB97M-V functional and the def2-TZVPD basis) of a single C3H6N2S2 molecule in a non-equilibrium geometry.

Computed properties:
ΔE to the lowest compared entry with this formula, charge and spin	46.3	kcal per mole
highest occupied orbital energy	-0.3262	hartree
SMILES	[H]/N=C(/C=S)N(C)S
Kohn-Sham gap	8.18	eV
LUMO level	-0.6923	eV

Structure (ORCA input):
```
! wB97M-V def2-TZVPD RIJCOSX def2/J DEFGRID3
* xyz 0 1
H -2.53880 -0.48182 -1.17931
N -1.67837 -0.06685 -1.60702
C -0.71408 0.01726 -0.75575
C 0.63273 0.39054 -1.44213
S 2.08540 -0.12628 -0.99253
N -0.68234 -0.30456 0.60839
C -1.85336 -1.00641 1.12920
S 0.11726 0.70527 1.71408
H 0.47341 0.99662 -2.37802
H -1.60132 -1.35878 2.11155
H -1.99220 -1.89902 0.40058
H -2.73538 -0.35408 1.08120
H 1.28501 0.02478 1.82165
*
```

Löwdin population analysis, charges in e, atoms 1 to 2:
1. H 0.0541
2. N 0.1368

***

# 11
The following is a DFT calculation (the ωB97M-V functional and the def2-TZVPD basis) of a molecular structure, C3H6N2S2 in a non-equilibrium geometry.

Computed properties:
ΔE to the lowest compared entry with this formula, charge and spin	151.8	kcal per mole
highest occupied orbital energy	-0.3016	hartree
Kohn-Sham gap	7.92	eV
LUMO level	-0.2863	eV

Structure (ORCA input):
```
! wB97M-V def2-TZVPD RIJCOSX def2/J DEFGRID3
* xyz 0 1
C -0.01373 0.76512 -1.74247
C -0.37090 1.85793 -0.64986
C -0.69146 -0.22369 1.24516
H -0.08509 1.14830 -2.81160
H 0.94824 0.42838 -1.38690
H -0.75120 0.10051 -1.77376
H -1.67645 -0.78925 2.13833
H 0.29540 -2.67201 2.25822
H 1.91605 -2.51814 0.79393
N 0.49068 -0.79708 0.91676
N 0.65588 -2.13419 1.17561
S -0.05812 3.35659 -1.15513
S -0.65930 1.47752 0.99170
*
```

Löwdin population analysis, charges in e, atoms 1 to 2:
1. C -0.1696
2. C -1.1888

***

# 12
The following is a DFT calculation (the ωB97M-V functional and the def2-TZVPD basis) of 2 unconnected molecules or ions with the total composition C3H6N2S2 in a non-equilibrium geometry.

Computed properties:
ΔE to the lowest compared entry with this formula, charge and spin	101.5	kcal per mole
highest occupied orbital energy (alpha / beta)	-0.2733 / -0.2685	hartree
Kohn-Sham gap (alpha / beta)	7.56 / 7.45	eV
LUMO level (alpha / beta)	0.1241 / 0.1449	eV

Structure (ORCA input):
```
! wB97M-V def2-TZVPD RIJCOSX def2/J DEFGRID3
* xyz 0 1
C 2.67119 -0.63365 -0.02810
C -0.02574 -0.38921 0.55520
C -1.09883 0.31353 1.35491
N -0.27259 0.52058 -2.07268
N -1.39379 0.65953 -2.02545
S -2.92031 0.54472 -2.07081
S 1.51696 -0.05916 1.07351
H 2.26150 -0.81310 -1.06275
H 3.74151 -0.70111 0.26535
H -0.18549 -0.75697 -0.36577
H -2.03198 -0.22195 0.93768
H -1.28766 1.41456 1.04407
H -0.97479 0.12222 2.39484
*
```

Löwdin population analysis, charges in e, atoms 1 to 2:
1. C -0.4090
2. C -0.5693